Here is the molecule C3H7N3O2S in a non-equilibrium geometry from the OMol25 dataset. Energies are from the ωB97M-V functional and the def2-TZVPD basis.

```
! wB97M-V def2-TZVPD RIJCOSX def2/J DEFGRID3
* xyz 0 1
C -0.13 -2.47 -0.49
C 1.33 1.40 0.44
C -0.77 1.43 -0.80
N 0.02 -1.36 0.02
N -0.11 -3.41 -1.27
N -0.10 1.22 0.51
O 0.02 -0.49 2.38
O -2.08 -0.31 1.10
S -0.65 -0.22 1.20
H 1.66 0.32 0.12
H 1.68 2.23 -0.32
H 1.85 1.61 1.40
H -1.85 0.91 -0.60
H -0.81 2.55 -0.84
H -0.34 0.86 -1.73
H 0.27 -4.27 -1.11
*
```

**Kohn-Sham gap**: 10.83 eV
**Molecular weight**: 149.18 g/mol
**F_max**: 0.08316 hartree/bohr
**E_tot**: -22622.175 eV
**ΔE to the lowest compared entry with this formula, charge and spin**: 1.106 eV
**SMILES string**: CN(C)S(=O)(=O)N=C=N
**LUMO**: 0.72 eV


Here is a structure of composition C18H32F7N4O7PS2 in a non-equilibrium geometry from the OMol25 dataset. Energies are from the ωB97M-V functional and the def2-TZVPD basis.

```
! wB97M-V def2-TZVPD RIJCOSX def2/J DEFGRID3
* xyz 0 1
C 3.09 3.86 2.18
C 2.95 3.29 0.74
C 3.44 1.83 0.74
F 4.23 1.52 -0.28
N 2.25 0.92 0.93
C 2.56 0.06 2.12
C 1.66 -1.20 2.03
C 0.10 -1.03 2.19
C -0.61 -2.21 2.88
C -2.08 -2.23 2.40
C -2.86 -0.98 2.78
O -3.99 -0.82 1.90
C -4.58 0.38 2.07
C -5.03 1.16 0.86
O -4.77 0.82 3.14
N 2.13 -2.25 2.92
C 2.51 -1.95 4.10
C 3.70 -2.71 4.65
C 1.88 -0.96 5.06
C 1.86 -1.46 0.48
C 1.72 -0.06 -0.08
P 2.13 0.06 -1.92
N 0.80 -0.64 -2.68
O 2.06 1.67 -2.30
H 3.00 3.06 2.92
H 2.31 4.58 2.42
H 4.09 4.27 2.30
H 1.92 3.39 0.40
H 3.58 3.91 0.10
H 4.04 1.75 1.64
H 1.45 1.46 1.25
H 2.60 0.62 3.05
H 3.54 -0.39 1.99
H -0.42 -0.90 1.24
H -0.14 -0.12 2.76
H -0.21 -3.17 2.55
H -0.61 -2.12 3.97
H -2.61 -3.11 2.76
H -2.08 -2.30 1.31
H -2.28 -0.06 2.75
H -3.21 -1.11 3.81
H -4.35 1.99 0.68
H -5.08 0.53 -0.03
H -6.01 1.57 1.05
H 4.50 -2.04 4.95
H 3.34 -3.22 5.56
H 3.99 -3.49 3.96
H 0.88 -0.65 4.79
H 1.91 -1.40 6.06
H 2.48 -0.05 5.14
H 2.83 -1.95 0.32
H 1.10 -2.17 0.14
H 0.64 0.15 -0.07
H -0.02 -0.73 -2.08
H 1.02 -1.52 -3.13
H 1.24 2.05 -1.92
C -0.04 -0.20 -6.46
F 1.03 -0.33 -5.66
F 0.23 0.75 -7.36
F -0.19 -1.35 -7.13
S -1.55 0.20 -5.48
O -1.24 1.46 -4.85
O -1.71 -0.91 -4.58
N -2.55 0.26 -6.69
S -4.07 0.59 -6.32
O -4.32 1.92 -5.86
O -4.77 -0.46 -5.64
C -4.72 0.55 -8.03
F -4.53 -0.65 -8.61
F -4.12 1.46 -8.81
F -6.04 0.80 -8.05
*
```

**Kohn-Sham gap**: 6.91 eV
**Molecular weight**: 644.57 g/mol
**F_max**: 0.06504 hartree/bohr
**E_tot**: -89455.610 eV
**LUMO**: -1.31 eV


Here is the molecule C2H4N4 from the OMol25 dataset. Energies are from the ωB97M-V functional and the def2-TZVPD basis.

```
! wB97M-V def2-TZVPD RIJCOSX def2/J DEFGRID3
* xyz 0 1
N -1.66 -0.51 0.49
C -0.37 -0.07 0.12
N 0.27 0.94 0.89
N 1.47 1.14 0.59
N 0.88 -0.83 -1.95
C 0.28 -0.57 -0.92
H -2.39 -0.03 -0.02
H -1.81 -0.36 1.48
H 1.79 1.90 1.19
H 1.55 -1.60 -1.88
*
```

**Kohn-Sham gap**: 8.95 eV
**Molecular weight**: 84.08 g/mol
**F_max**: 0.01345 hartree/bohr
**E_tot**: -8096.344 eV
**ΔE to the lowest compared entry with this formula, charge and spin**: 2.970 eV
**SMILES string**: [H]/N=N/C(N)=C=N
**LUMO**: 0.39 eV


Here is a structure of composition C35H38Br2MgN6O3PS4 from the OMol25 dataset. Energies are from the ωB97M-V functional and the def2-TZVPD basis.

```
! wB97M-V def2-TZVPD RIJCOSX def2/J DEFGRID3
* xyz 0 2
Mg 1.08 -0.25 0.56
C 1.46 2.36 5.89
C 1.60 1.71 4.54
O 0.71 2.38 3.64
P 0.70 2.13 2.06
S -0.48 3.44 1.26
S 2.51 1.71 1.41
O -0.04 0.58 2.01
C -1.31 0.47 2.75
C -2.30 -0.38 1.99
H 2.12 1.87 6.61
H 0.43 2.27 6.25
H 1.72 3.41 5.84
H 1.34 0.65 4.58
H 2.62 1.79 4.15
H -1.70 1.46 2.91
H -1.07 0.02 3.71
H -2.49 0.03 1.00
H -3.24 -0.39 2.55
H -1.96 -1.41 1.88
Br 1.15 -6.29 -2.01
C 0.80 -4.56 -1.33
C 0.32 -4.44 0.01
C 0.15 -3.17 0.48
N 0.42 -2.04 -0.20
C 0.87 -2.17 -1.51
C 1.05 -3.47 -2.08
C 1.22 -0.97 -2.19
C 1.44 -0.90 -3.59
C 1.83 0.27 -4.14
Br 2.09 0.39 -6.01
C 2.03 1.42 -3.35
C 1.78 1.31 -2.01
N 1.37 0.17 -1.41
H 0.10 -5.31 0.61
H -0.22 -3.03 1.50
H 1.45 -3.57 -3.08
H 1.26 -1.76 -4.22
H 2.33 2.37 -3.78
H 1.92 2.17 -1.36
C -5.65 2.23 -2.91
C -5.72 2.66 -1.45
C -4.54 2.16 -0.63
N -3.28 2.67 -1.15
C -2.28 1.95 -1.64
S -2.20 0.27 -1.62
N -1.20 2.63 -2.20
C -0.99 3.93 -2.66
O 0.04 4.18 -3.25
C -2.03 4.99 -2.47
C -2.84 5.33 -3.54
C -3.78 6.35 -3.40
C -3.89 7.04 -2.19
C -3.06 6.71 -1.13
C -2.13 5.69 -1.27
H -6.52 2.59 -3.47
H -5.61 1.14 -3.00
H -4.76 2.64 -3.39
H -6.64 2.28 -0.99
H -5.77 3.76 -1.38
H -4.49 1.07 -0.66
H -4.64 2.47 0.42
H -3.18 3.67 -1.14
H -0.43 2.03 -2.40
H -2.74 4.80 -4.48
H -4.43 6.60 -4.23
H -4.61 7.83 -2.09
H -3.13 7.25 -0.20
H -1.46 5.44 -0.44
S 5.50 -4.89 2.34
C 4.39 -3.54 2.00
C 4.40 -2.94 0.75
C 3.51 -1.91 0.51
N 2.62 -1.49 1.42
C 2.64 -2.05 2.62
C 3.52 -3.07 2.96
C 4.44 -6.23 1.79
C 3.31 -6.58 2.50
C 2.54 -7.64 2.03
N 2.85 -8.34 0.93
C 3.94 -7.98 0.26
C 4.77 -6.93 0.65
H 5.08 -3.28 -0.02
H 3.49 -1.40 -0.45
H 1.93 -1.66 3.35
H 3.51 -3.48 3.97
H 3.02 -6.06 3.40
H 1.65 -7.96 2.57
H 4.16 -8.55 -0.64
H 5.65 -6.68 0.07
*
```

**Kohn-Sham gap (spin up / spin down)**: 4.98 / 7.76 eV
**Molecular weight**: 934.08 g/mol
**F_max**: 0.01430 hartree/bohr
**Expectation value of S²**: 0.77
**E_tot**: -250161.266 eV
**ΔE to the lowest compared entry with this formula, charge and spin**: 1.283 eV
**LUMO (spin up / spin down)**: -0.39 / -0.45 eV


Here is the molecule C3H4Cl2O in a non-equilibrium geometry from the OMol25 dataset. Energies are from the ωB97M-V functional and the def2-TZVPD basis.

```
! wB97M-V def2-TZVPD RIJCOSX def2/J DEFGRID3
* xyz 0 1
C -0.76 0.11 -0.02
C 0.51 -0.05 -1.02
C 0.39 -0.03 1.04
H 0.71 -1.05 -1.50
H 0.64 0.67 -1.78
H 0.26 0.59 1.96
H 0.46 -1.06 1.32
O 1.40 0.30 0.05
Cl -1.93 -1.14 -0.02
Cl -1.67 1.67 -0.03
*
```

**Kohn-Sham gap**: 11.33 eV
**Molecular weight**: 126.97 g/mol
**F_max**: 0.04205 hartree/bohr
**E_tot**: -30266.579 eV
**ΔE to the lowest compared entry with this formula, charge and spin**: 1.698 eV
**SMILES string**: ClC1(Cl)COC1
**LUMO**: 0.80 eV


Here is a cluster of 2 separate species, C4H11NO in total in a non-equilibrium geometry from the OMol25 dataset. Energies are from the ωB97M-V functional and the def2-TZVPD basis.

```
! wB97M-V def2-TZVPD RIJCOSX def2/J DEFGRID3
* xyz 0 1
C -0.25 -1.44 0.49
C -1.06 -2.84 0.69
H 0.51 -1.08 1.45
H 0.56 -1.78 -0.25
H -0.96 -0.75 0.14
H -1.28 -2.88 1.72
H -1.85 -3.01 0.09
H -0.45 -3.72 0.34
C 1.24 2.28 -1.13
C -0.12 2.17 -0.59
O -1.03 2.78 -0.98
N -0.12 1.13 0.42
H 2.11 2.46 -0.56
H 1.28 3.09 -1.99
H -0.89 0.93 0.97
H 0.81 1.24 0.89
H 1.49 1.41 -1.70
*
```

**Kohn-Sham gap**: 10.45 eV
**Molecular weight**: 89.14 g/mol
**F_max**: 0.10691 hartree/bohr
**E_tot**: -7861.983 eV
**ΔE to the lowest compared entry with this formula, charge and spin**: 2.571 eV
**SMILES string**: CC(N)=O.CC
**LUMO**: 0.73 eV